# 1
Here is a 3-piece molecular cluster, C21H32Cl4F12N6O4P3S3 overall in a non-equilibrium geometry from the OMol25 dataset. Energies are from the ωB97M-V functional and the def2-TZVPD basis.

Element x y z (Å)
N 5.836 -1.957 0.897
P 4.307 -2.223 0.445
N 3.465 -0.694 0.400
C 2.076 -0.723 0.034
N 1.617 -1.901 -0.496
N 1.214 0.420 0.137
C -0.132 0.125 0.687
C -1.353 0.627 -0.274
C -2.585 -0.393 -0.288
F -2.121 -1.608 -0.848
F -3.509 0.147 -1.243
C -3.350 -0.546 1.113
F -4.704 -0.153 0.863
F -2.878 0.418 2.059
C -3.437 -2.027 1.698
F -4.346 -1.964 2.798
F -4.046 -2.933 0.786
C -2.083 -2.637 2.280
F -1.299 -1.749 3.024
F -1.261 -3.272 1.329
F -2.469 -3.664 3.187
C 1.826 1.686 0.614
P 1.076 3.114 -0.418
O 2.096 4.046 -1.069
C 3.395 1.724 0.794
C 4.287 1.787 -0.539
C 3.617 1.439 -1.925
C 4.510 0.322 -2.708
C 3.435 -0.645 -3.442
S 4.232 -1.894 -4.574
C 3.448 -3.477 -4.072
N 3.945 -4.809 -3.996
N 2.862 -5.511 -3.519
C 1.733 -4.689 -3.300
O 2.098 -3.368 -3.678
S 4.072 3.106 1.838
O 4.007 4.466 1.185
O 5.556 2.813 1.992
C 3.394 3.312 3.544
F 4.026 2.514 4.539
F 3.749 4.636 3.929
F 1.981 3.300 3.658
C 3.782 0.278 1.468
P 2.905 -0.104 3.093
S 2.161 -1.898 3.248
H 6.059 -2.510 1.736
H 3.790 -3.207 1.345
H 4.310 -2.791 -0.873
H 1.541 -2.724 0.130
H 1.281 -1.973 -1.469
H -0.340 -0.999 0.838
H -0.351 0.598 1.708
H -1.014 0.753 -1.351
H -1.731 1.642 0.121
H 1.386 1.869 1.670
H 0.326 2.485 -1.490
H 0.108 3.838 0.359
H 5.187 1.080 -0.391
H 4.774 2.829 -0.638
H 3.679 2.374 -2.597
H 2.530 1.116 -1.937
H 5.064 -0.369 -1.968
H 5.238 0.783 -3.452
H 2.641 -0.074 -4.024
H 2.937 -1.235 -2.598
H 0.700 -4.914 -2.901
H 4.902 0.348 1.675
H 1.874 0.812 3.469
H 3.917 0.002 4.128
Cl -8.628 2.715 1.824
C -7.489 1.629 2.656
C -8.128 0.306 3.030
Cl -9.356 0.490 4.306
H -7.103 2.150 3.533
H -6.658 1.457 1.969
H -7.368 -0.375 3.417
H -8.602 -0.167 2.169
Cl -4.901 0.154 -4.795
C -6.013 0.389 -3.422
C -7.271 1.132 -3.825
Cl -6.941 2.832 -4.241
H -5.472 0.913 -2.634
H -6.273 -0.606 -3.053
H -7.978 1.141 -2.993
H -7.758 0.662 -4.681

Summary:
Total charge: +1

Partial charges, Mulliken, in e: -0.77 0.27 1.30 -2.19 0.23 1.69 -0.29 -1.05 0.54 -0.26 -0.20 0.56 -0.32 -0.26 0.52 -0.28 -0.25 0.65 -0.19 -0.20 -0.26 -1.86 0.25 -0.58 0.80 -1.49 -0.13 -0.71 0.19 -0.16 0.48 -0.33 -0.28 -0.01 -0.23 1.43 -0.54 -0.64 0.61 -0.19 -0.18 -0.20 -1.34 0.06 -0.28 0.27 0.13 0.13 0.28 0.19 -0.10 0.20 0.45 0.27 0.87 0.03 0.17 0.60 0.61 0.57 -0.08 0.29 0.47 0.50 -0.71 0.38 1.19 0.11 0.22 -0.19 -0.03 -0.31 -0.18 0.37 -0.12 0.13 0.35 -0.19 -0.25 -0.45 -0.18 0.15 0.29 0.31 0.33


# 2
Here is a 2-piece molecular cluster, C4H8 overall in a non-equilibrium geometry from the OMol25 dataset. Energies are from the ωB97M-V functional and the def2-TZVPD basis.

Element x y z (Å)
C 0.634 1.553 1.922
C -0.460 1.293 1.151
H 1.340 2.368 1.728
H 0.744 0.995 2.859
H -0.650 1.922 0.273
H -1.178 0.495 1.371
C -0.694 -1.689 -1.526
C 0.554 -1.201 -1.601
H -1.074 -2.560 -2.071
H -1.391 -1.154 -0.872
H 1.318 -1.710 -2.200
H 0.858 -0.314 -1.034

Summary:
SMILES string: C=C.C=C
ΔE to the lowest compared entry with this formula, charge and spin: 143.7 kJ/mol

Partial charges, natural (NBO), in e: -0.39 -0.40 0.20 0.19 0.19 0.20 -0.39 -0.39 0.20 0.19 0.19 0.20


# 3
Here is a 4-piece molecular cluster, C3H13NO2S2 overall in a non-equilibrium geometry from the OMol25 dataset. Energies are from the ωB97M-V functional and the def2-TZVPD basis.

Element x y z (Å)
S -1.764 0.336 -0.952
S 2.474 -0.153 -0.454
C 1.191 0.800 0.243
C 0.472 0.159 1.430
C 0.164 -1.339 1.260
N -1.162 -1.603 1.834
H -2.697 0.721 -1.838
H 1.659 1.740 0.556
H 0.463 1.097 -0.574
H 1.121 0.271 2.299
H -0.447 0.688 1.662
H 0.298 -1.537 0.191
H 0.909 -1.929 1.800
H -1.670 -0.854 1.357
H -1.474 -2.458 1.362
H -1.602 2.110 0.426
H -2.126 3.442 0.958
O -1.297 2.928 0.864
H 0.965 -1.218 -1.625
H -0.403 -1.385 -2.299
O 0.536 -1.597 -2.403

Summary:
ΔE to the lowest compared entry with this formula, charge and spin: 491.0 kJ/mol

Partial charges, natural (NBO), in e: -0.48 0.28 -0.65 -0.44 -0.23 -0.79 0.14 0.29 0.33 0.23 0.24 0.18 0.20 0.36 0.36 0.48 0.47 -0.97 0.44 0.49 -0.92


# 4
Here is C16H27Br2ClN2O2 in the gas phase from the OMol25 dataset. Energies are from the ωB97M-V functional and the def2-TZVPD basis.

Element x y z (Å)
C 3.292 0.255 3.051
O 2.970 0.624 1.728
C 3.897 0.276 0.718
C 3.424 -0.889 -0.182
C 2.459 -1.878 0.495
C 0.989 -1.785 0.026
C 0.028 -1.375 1.144
C -1.308 -0.747 0.687
C -2.256 -0.627 1.901
Br -3.709 -1.857 2.018
C -2.214 0.213 2.943
C -3.191 0.256 4.085
Br -0.791 1.440 3.182
C -1.903 -1.733 -0.366
O -2.088 -2.904 -0.183
N -2.117 -1.092 -1.577
C -1.512 0.229 -1.594
C -2.325 1.274 -2.366
C -1.779 1.561 -3.766
C -0.423 2.284 -3.779
N 0.753 1.411 -3.955
C -1.229 0.584 -0.127
Cl 0.315 1.486 -0.091
H 2.411 -0.192 3.524
H 4.106 -0.476 3.082
H 3.588 1.134 3.633
H 4.867 0.032 1.165
H 4.050 1.169 0.103
H 4.320 -1.428 -0.506
H 2.963 -0.478 -1.085
H 2.814 -2.897 0.322
H 2.486 -1.727 1.575
H 0.922 -1.080 -0.810
H 0.675 -2.755 -0.369
H -0.263 -2.268 1.710
H 0.521 -0.689 1.835
H -4.214 0.145 3.725
H -2.973 -0.546 4.796
H -3.107 1.204 4.614
H -3.062 -1.173 -1.929
H -0.534 0.131 -2.076
H -3.361 0.929 -2.453
H -2.335 2.204 -1.790
H -2.513 2.160 -4.312
H -1.692 0.618 -4.322
H -0.423 3.026 -4.584
H -0.309 2.837 -2.840
H 0.469 0.457 -4.142
H 1.300 1.380 -3.103
H -1.988 1.276 0.242

Summary:
SMILES string: COCCCCC[C@]1(/C(Br)=C(/C)Br)C(=O)N[C@@H](CCCN)[C@@H]1Cl

Partial charges, natural (NBO), in e: -0.25 -0.56 -0.05 -0.42 -0.40 -0.40 -0.39 -0.24 -0.08 0.08 -0.08 -0.67 0.07 0.72 -0.56 -0.65 -0.07 -0.40 -0.41 -0.23 -0.83 -0.17 -0.04 0.18 0.17 0.18 0.16 0.18 0.21 0.20 0.21 0.21 0.19 0.22 0.23 0.23 0.24 0.24 0.23 0.41 0.20 0.20 0.21 0.21 0.20 0.19 0.19 0.35 0.36 0.23


# 5
Here is C2H5N5O as an isolated structure in a non-equilibrium geometry from the OMol25 dataset. Energies are from the ωB97M-V functional and the def2-TZVPD basis.

Element x y z (Å)
C 1.142 -0.194 0.088
C -1.232 -0.161 -0.054
H 0.980 2.010 -0.754
H -0.449 2.429 1.060
H 2.635 1.138 0.182
H 1.064 -1.941 0.910
H -1.107 -2.485 -0.310
N -0.062 1.935 -0.101
N -0.046 0.624 0.290
N 2.307 0.249 -0.216
N 0.792 -1.573 -0.004
N -0.699 -1.448 -0.045
O -2.329 0.310 -0.094

Summary:
ΔE to the lowest compared entry with this formula, charge and spin: 409.5 kJ/mol

Partial charges, natural (NBO), in e: 0.54 0.77 0.40 0.40 0.37 0.38 0.44 -0.68 -0.36 -0.75 -0.42 -0.53 -0.56


# 6
Here is C24H25N3O6S as an isolated structure from the OMol25 dataset. Energies are from the ωB97M-V functional and the def2-TZVPD basis.

Element x y z (Å)
C 0.354 -3.853 -0.671
C 1.279 -3.405 -1.792
H 0.877 -2.525 -2.304
H 1.426 -4.212 -2.515
O 2.583 -3.090 -1.296
C 2.956 -1.810 -1.243
O 2.249 -0.886 -1.574
C 4.371 -1.683 -0.757
C 4.575 -1.371 0.753
O 5.702 -1.159 1.162
C 3.587 -2.099 1.685
H 3.941 -1.991 2.711
H 3.549 -3.155 1.419
S 1.893 -1.466 1.596
C 2.350 0.096 0.985
N 3.611 0.279 0.775
C 4.059 1.482 0.294
C 5.420 1.692 0.061
C 5.843 2.911 -0.421
C 4.933 3.935 -0.677
C 3.591 3.740 -0.444
C 3.136 2.514 0.046
C 1.712 2.309 0.283
O 0.833 3.116 0.097
N 1.399 1.025 0.780
C 0.023 0.680 0.948
C -0.686 1.146 2.043
C -2.017 0.800 2.177
C -2.644 0.010 1.218
C -1.917 -0.454 0.125
C -0.584 -0.119 -0.012
H -0.002 -0.456 -0.857
H -2.383 -1.093 -0.610
C -4.086 -0.330 1.426
O -4.562 -0.488 2.533
N -4.803 -0.469 0.286
H -4.422 -0.147 -0.590
C -6.232 -0.660 0.302
C -6.959 0.616 -0.119
O -6.577 0.919 -1.444
C -7.172 2.092 -1.935
H -6.893 2.963 -1.330
H -6.809 2.224 -2.952
H -8.266 2.008 -1.945
H -8.047 0.467 -0.058
H -6.684 1.443 0.553
H -6.514 -0.934 1.321
H -6.494 -1.467 -0.389
H -2.592 1.136 3.026
H -0.199 1.771 2.775
H 2.862 4.515 -0.630
H 5.284 4.883 -1.056
H 6.895 3.075 -0.600
H 6.112 0.895 0.279
H 4.888 -2.631 -0.924
H 4.873 -0.893 -1.317
H 0.789 -4.699 -0.144
H -0.601 -4.153 -1.091
H 0.189 -3.046 0.040

Summary:
ΔE to the lowest compared entry with this formula, charge and spin: 40.2 kJ/mol

Partial charges, natural (NBO), in e: -0.63 -0.08 0.20 0.19 -0.52 0.82 -0.64 -0.61 0.62 -0.67 -0.62 0.25 0.25 0.31 0.39 -0.51 0.27 -0.25 -0.16 -0.23 -0.13 -0.22 0.68 -0.57 -0.49 0.23 -0.20 -0.17 -0.14 -0.15 -0.26 0.25 0.21 0.66 -0.62 -0.61 0.41 -0.25 -0.07 -0.55 -0.24 0.17 0.20 0.17 0.17 0.17 0.24 0.20 0.24 0.23 0.24 0.22 0.22 0.26 0.25 0.25 0.21 0.22 0.22


# 7
Here is C16H30AlN2O7 as an isolated structure in a non-equilibrium geometry from the OMol25 dataset. Energies are from the ωB97M-V functional and the def2-TZVPD basis.

Element x y z (Å)
C 4.220 2.908 1.886
C 5.393 1.880 1.283
C 5.240 1.943 -0.349
N 4.666 0.698 -0.989
C 3.280 0.360 -0.487
O 2.951 -1.103 -0.546
Al 1.242 -1.043 0.286
C 1.731 -1.310 2.260
C 3.181 -2.137 2.362
O 3.255 -3.474 2.522
C -0.117 -2.534 -0.086
C -1.091 -2.054 -1.349
C -2.540 -2.866 -1.287
C -3.817 -1.888 -0.925
C -3.884 -1.471 0.684
C -4.605 0.025 0.731
O -6.001 -0.132 0.248
C -6.852 0.678 1.173
C -6.966 2.308 0.886
O -7.495 0.035 2.163
O 0.812 0.683 -0.357
C 1.967 1.082 -1.230
C 1.638 0.504 -2.763
O 1.589 1.585 -3.780
N 0.297 1.899 -4.072
O -0.093 1.172 -4.975
H 4.039 2.772 3.035
H 4.623 4.004 1.682
H 3.248 2.798 1.225
H 5.134 0.797 1.715
H 6.415 2.264 1.704
H 6.337 2.110 -0.787
H 4.601 2.918 -0.600
H 5.319 -0.118 -0.951
H 3.007 0.580 0.652
H 1.981 -0.227 2.694
H 0.915 -1.872 2.899
H 4.235 -1.581 2.289
H -0.836 -2.578 0.856
H 0.344 -3.595 -0.263
H -0.489 -2.297 -2.327
H -1.232 -0.884 -1.255
H -2.492 -3.708 -0.468
H -2.770 -3.316 -2.367
H -3.780 -0.895 -1.576
H -4.865 -2.391 -1.173
H -4.623 -2.189 1.274
H -2.807 -1.422 1.143
H -3.970 0.766 0.044
H -4.549 0.384 1.862
H -8.052 2.526 0.482
H -6.696 2.903 1.863
H -6.146 2.550 0.056
H 2.127 2.241 -1.216
H 0.557 0.037 -2.700
H 2.424 -0.325 -3.080

Summary:
Total charge: -1
ΔE to the lowest compared entry with this formula, charge and spin: 868.3 kJ/mol

Partial charges, natural (NBO), in e: -0.64 -0.44 -0.22 -0.68 0.22 -0.98 1.98 -1.11 0.42 -0.63 -1.04 -0.43 -0.42 -0.41 -0.43 -0.10 -0.57 0.80 -0.74 -0.57 -0.99 0.05 -0.15 -0.43 0.38 -0.29 0.21 0.19 0.22 0.22 0.20 0.20 0.20 0.39 0.14 0.22 0.24 0.13 0.19 0.23 0.21 0.21 0.21 0.20 0.20 0.21 0.22 0.23 0.19 0.19 0.25 0.25 0.24 0.17 0.21 0.23


# 8
Here is C4H7N3 in the gas phase in a non-equilibrium geometry from the OMol25 dataset. Energies are from the ωB97M-V functional and the def2-TZVPD basis.

Element x y z (Å)
C 2.054 -0.420 -1.093
C 1.343 -0.169 0.041
C -0.260 1.362 0.986
C -1.364 -0.908 -0.634
H 2.508 0.362 -1.653
H 2.201 -1.551 -1.347
H 0.829 -0.830 0.756
H -0.581 2.379 1.156
H -2.025 0.958 1.927
H -0.448 -0.620 -1.229
H -1.981 -1.603 -1.150
N 0.880 1.182 0.392
N -1.235 0.369 1.347
N -1.923 -0.512 0.500

Summary:
SMILES string: C=C/N=C\NN=C
ΔE to the lowest compared entry with this formula, charge and spin: 367.9 kJ/mol

Partial charges, natural (NBO), in e: -0.43 -0.05 0.25 -0.17 0.22 0.22 0.20 0.18 0.38 0.21 0.18 -0.47 -0.49 -0.22


Number 1: total energy -6706.08032 Eh, HOMO level -11.735 eV. Number 2: total energy -157.12920 Eh, HOMO level -10.036 eV. Number 3: total energy -1123.52729 Eh, HOMO level -9.129 eV. Number 4: total energy -6494.03620 Eh, HOMO level -9.020 eV. Number 5: total energy -428.06714 Eh, HOMO level -8.975 eV. Number 6: total energy -1943.50216 Eh, HOMO level -8.626 eV. Number 7: total energy -1505.98713 Eh, HOMO level -5.500 eV. Number 8: total energy -320.74316 Eh, HOMO level -8.971 eV.